1.
Computed, not measured: a cluster of 2 separate species, C5H10OS in total, with the ωB97M-V functional and the def2-TZVPD basis.

```
! wB97M-V def2-TZVPD RIJCOSX def2/J DEFGRID3
* xyz 0 1
C -1.7300 -0.8393 0.7017
C -1.4648 0.4233 0.8269
C -2.2184 -1.4781 -0.5629
C -1.2006 1.6845 0.9595
C 3.0118 0.6015 -0.3347
O 2.1018 -1.6178 0.8494
S 1.4809 -0.2820 0.0836
H -1.6002 -1.5069 1.5439
H -3.2140 -1.8959 -0.4131
H -1.5483 -2.2872 -0.8506
H -2.2617 -0.7494 -1.3682
H 1.9886 -1.5290 1.8031
H -1.9494 2.3906 1.2773
H -0.2209 2.0814 0.7532
H 3.5254 0.9140 0.5699
H 2.6994 1.4684 -0.9079
H 3.6468 -0.0382 -0.9397
*
```

Properties
**Structure (SMILES)**: C=C=CC.CSO
**Energy relative to the best compared isomer or geometry (same formula, charge and spin)**: 59.7 kcal/mol
**E**: -669.841254 Ha

Okay, here come the natural (NBO) numbers, in e, for every atom:
1. C -0.29
2. C 0.10
3. C -0.62
4. C -0.50
5. C -0.77
6. O -0.85
7. S 0.49
8. H 0.22
9. H 0.21
10. H 0.22
11. H 0.22
12. H 0.48
13. H 0.22
14. H 0.21
15. H 0.21
16. H 0.23
17. H 0.22

---

2.
Computed, not measured: the molecule C5H10OS in a non-equilibrium geometry, with the ωB97M-V functional and the def2-TZVPD basis.

```
! wB97M-V def2-TZVPD RIJCOSX def2/J DEFGRID3
* xyz 0 1
C -1.0099 -0.0842 1.5001
C -1.0234 -0.1024 0.0181
C -2.2465 -0.7692 -0.5415
C -0.2390 0.9791 -0.6862
C 0.3147 -0.4109 -0.7172
H -1.8961 0.4011 1.9405
H -0.9553 -1.0962 1.9202
H -0.1343 0.4569 1.8621
H -2.2888 -0.7080 -1.6216
H -2.1752 -1.8454 -0.2667
H -3.1599 -0.3824 -0.1225
H -0.7350 1.3585 -1.5894
H 1.3388 1.7184 0.1195
H 0.1862 -0.9870 -1.6237
H 1.5634 -1.3174 1.1164
O 0.3676 1.9852 0.0801
S 1.9088 -0.6972 0.0115
*
```

Properties
**Structure (SMILES)**: CC1(C)[C@H](S)[C@@H]1O
**Energy relative to the best compared isomer or geometry (same formula, charge and spin)**: 25.1 kcal/mol
**E**: -669.896432 Ha

Okay, here come the natural (NBO) numbers, in e, for every atom:
1. C -0.62
2. C -0.06
3. C -0.60
4. C 0.09
5. C -0.42
6. H 0.22
7. H 0.20
8. H 0.23
9. H 0.21
10. H 0.21
11. H 0.22
12. H 0.18
13. H 0.48
14. H 0.23
15. H 0.13
16. O -0.70
17. S -0.01

---

no.,Kohn-Sham gap (eV)
1,9.3
2,9.9